Entry 1:
20
Properties=species:S:1:pos:R:3:mulliken_charge:R:1 method="wB97M-V/def2-TZVPD" e_homo_ev=-8.25 e_lumo_ev=0.75 homo_lumo_gap_ev=9.00 charge=0
C -1.27164 -1.41852 0.65029 -1.00
C -0.00820 -2.22269 0.68730 -0.13
C 1.14684 -1.75722 1.13892 -0.30
N 1.32013 -0.44829 1.67448 -0.55
H -2.00834 -1.74604 1.38265 0.31
H -1.09944 -0.35955 0.82919 0.18
H -1.76095 -1.49642 -0.32281 0.30
H -0.02236 -3.25325 0.35272 0.35
H 2.01796 -2.39626 1.12210 0.31
H 0.55257 -0.21611 2.28946 0.31
H 2.21073 -0.34830 2.12867 0.23
C -1.05390 1.86356 -1.80461 -0.83
C 0.45186 1.80713 -1.54154 -0.45
S 0.84868 2.16055 0.21905 -0.32
H -1.40068 2.80572 -1.37469 0.27
H -1.59254 1.05226 -1.32455 0.16
H -1.27565 1.88910 -2.87274 0.32
H 0.97177 2.47760 -2.21870 0.37
H 0.84777 0.79772 -1.65254 0.26
H 1.12540 0.80902 0.63733 0.19

Entry 2:
77
Properties=species:S:1:pos:R:3:mulliken_spin:R:1 method="wB97M-V/def2-TZVPD" e_homo_ev="-12.77 / -12.77" e_lumo_ev="-6.39 / -7.76" homo_lumo_gap_ev="6.37 / 5.01" s_squared=3.8159 charge=+2 multiplicity=4
Tc 0.45165 0.81496 -0.25316 2.58
O 1.40090 -4.32542 0.91764 0.00
C 2.38572 -3.70422 1.61716 0.00
C 3.42028 -4.40639 2.22799 0.00
C 4.38567 -3.73069 2.95012 0.00
C 4.32383 -2.35175 3.08576 0.00
C 3.30839 -1.64694 2.46249 0.00
C 2.34424 -2.30902 1.72010 -0.01
C 1.29421 -1.55189 0.94205 0.03
O 1.81749 -0.53633 0.21971 0.11
N 0.22825 -1.03010 1.83510 -0.04
N -0.53139 -0.10259 1.23868 -0.13
C -1.79822 0.02654 1.53941 0.09
C -2.63827 1.00194 0.96180 0.00
Br -1.70998 2.26654 -0.23347 0.02
C -3.98242 1.15586 1.11806 0.07
C -4.92834 0.19902 1.63205 0.01
C -4.76322 -1.18805 1.47871 0.02
C -5.77215 -2.05731 1.83918 -0.01
C -6.94052 -1.58052 2.41831 0.03
C -7.10950 -0.21485 2.60450 -0.01
C -6.13460 0.66725 2.18536 0.03
H 1.54983 -5.28026 0.92103 0.00
H 3.46700 -5.48189 2.12895 0.00
H 5.18417 -4.28644 3.41567 0.00
H 5.06552 -1.83073 3.67058 0.00
H 3.26038 -0.57078 2.52390 0.00
H 0.79505 -2.28029 0.26388 0.00
H -0.24930 -1.73733 2.39423 0.00
H -2.23535 -0.59647 2.31492 0.00
H -4.41889 2.09062 0.78766 0.00
H -3.87334 -1.57324 1.00336 0.01
H -5.65656 -3.11343 1.65330 0.00
H -7.71478 -2.27197 2.71169 0.00
H -8.01461 0.15718 3.05866 0.00
H -6.28543 1.72977 2.30191 0.00
C 2.97307 1.38084 -3.72236 0.00
C 1.97082 0.74828 -2.79957 -0.01
O 1.54116 1.45055 -1.86125 0.04
C 1.54727 -0.61687 -3.01981 0.00
C 2.25260 -1.45005 -3.90606 -0.01
C 1.84962 -2.73535 -4.16960 0.03
C 0.68242 -3.23482 -3.58749 0.00
C -0.04055 -2.45499 -2.72243 0.03
C 0.38018 -1.15160 -2.37846 0.02
O -0.33041 -0.49741 -1.51415 0.12
H 3.04963 2.44339 -3.49724 0.00
H 2.70618 1.24609 -4.76851 0.00
H 3.94843 0.92184 -3.56000 0.00
H 3.15165 -1.07430 -4.36521 0.00
H 2.43128 -3.35706 -4.82984 0.00
H 0.35434 -4.23860 -3.80866 0.00
H -0.92825 -2.83812 -2.24082 0.00
C -3.45889 -0.36182 -2.68320 0.00
S -2.34455 0.76058 -3.56349 0.00
C -3.29928 0.99364 -5.07771 0.00
H -3.69495 -1.20546 -3.32364 0.00
H -4.36842 0.16626 -2.41020 0.00
H -2.93879 -0.69999 -1.79298 0.00
H -4.29977 1.33115 -4.82653 0.00
H -3.33804 0.05336 -5.61997 0.00
H -2.79019 1.74383 -5.67273 0.00
N 3.46660 6.38498 2.99027 -0.01
C 4.01371 5.34257 2.36834 -0.01
S 5.66314 5.26298 2.16106 0.03
C 3.15757 4.25448 1.89471 0.02
C 3.67186 3.25563 1.05974 -0.02
C 2.84866 2.25967 0.59128 0.03
N 1.53960 2.18301 0.88164 -0.08
C 1.05950 3.09128 1.74106 0.03
C 1.80978 4.12521 2.25731 -0.01
H 4.06352 7.12521 3.32471 0.00
H 2.47107 6.50108 3.09068 0.00
H 4.71204 3.26793 0.77210 0.00
H 3.23794 1.47576 -0.04135 0.01
H 0.02249 2.99179 2.03049 0.00
H 1.33026 4.80426 2.94261 0.00

Calculated values (eV) of E_tot for the records, taken in order: -17720.211; -141766.998.
Calculated values (g/mol) of molecular weight for the records, taken in order: 119.23; 779.68.
Calculated values (kcal/mol) of energy relative to the best compared isomer or geometry (same formula, charge and spin) for the records, taken in order: 24.0; 19.6.